# 1
The following is a quantum chemistry calculation of 5 unconnected molecules or ions with the total composition C23H54O18P3 at a distorted geometry, from OMol25.

Geometry as XYZ:
```
98
Properties=species:S:1:pos:R:3:forces:R:3
O 26.02922 -30.03123 -8.20951 0.4 -0.6 0.8
C 25.82459 -29.42411 -9.40607 0.7 1.4 -4.6
O 24.75018 -28.84502 -9.58501 -2.4 0.5 1.9
O 26.65116 -29.44158 -10.34162 1.8 -1.5 1.4
H 25.14302 -29.86088 -7.88205 -0.3 -0.1 0.8
C 29.85640 -32.28972 -12.47485 -1.6 0.1 -0.3
C 28.68980 -31.25662 -12.77906 2.5 -1.5 1.5
O 29.13729 -30.54834 -13.91676 0.2 1.0 -1.5
P 29.32313 -28.97731 -13.90796 0.7 1.3 0.6
O 28.21342 -28.19202 -13.38118 -0.2 0.0 -1.2
O 30.60403 -28.73098 -12.95781 0.2 -0.3 -0.3
C 30.86603 -27.43185 -12.36255 1.2 -0.2 0.5
C 32.29658 -27.50829 -11.74432 -0.7 -0.5 -0.3
O 29.91050 -28.59065 -15.40935 -1.2 -0.9 1.6
C 30.83208 -29.45531 -16.07323 0.1 -0.4 -0.4
C 30.13869 -30.19328 -17.25043 0.5 1.2 -0.4
H 29.52353 -32.81765 -11.58121 0.4 -0.1 0.2
H 29.92984 -33.02161 -13.27923 -0.1 -0.1 -0.1
H 30.85470 -31.86538 -12.36792 -0.3 0.4 0.3
H 27.75912 -31.79761 -12.95016 0.0 0.4 -0.2
H 28.62735 -30.64336 -11.88011 -0.6 0.4 -0.3
H 30.84604 -26.63544 -13.10647 -0.2 -0.1 -0.2
H 30.14190 -27.18621 -11.58577 -0.2 -0.3 -0.2
H 33.09338 -27.49866 -12.48803 -0.1 0.3 -0.2
H 32.46675 -26.73201 -10.99830 -0.1 0.1 -0.1
H 32.42304 -28.47022 -11.24754 -0.2 0.0 0.2
H 31.62826 -28.79450 -16.41604 -0.1 0.0 -0.4
H 31.35751 -30.11793 -15.38552 -0.4 -0.3 0.2
H 30.77019 -30.90679 -17.77979 0.1 -0.4 0.6
H 29.14322 -30.58500 -17.04142 0.3 -0.2 0.4
H 30.00065 -29.45677 -18.04201 -0.3 0.3 0.1
C 26.56370 -34.65137 -12.04980 -0.7 -0.5 0.0
C 25.27574 -35.50756 -12.03463 0.8 0.0 -0.5
O 24.86857 -35.77427 -10.71165 -1.4 0.8 2.5
P 23.71578 -34.91924 -9.90783 1.1 0.6 -0.4
O 22.59351 -34.52759 -10.78100 0.4 -0.7 0.6
O 24.48806 -33.63574 -9.27509 0.8 -3.0 -2.0
C 24.10508 -33.00543 -8.09984 -1.5 0.7 1.0
C 22.91992 -32.10571 -8.48558 0.5 -0.4 1.0
O 23.39266 -35.88489 -8.62314 0.5 0.3 -1.2
C 22.75407 -37.13939 -8.93392 -1.0 -1.1 0.1
C 22.74076 -38.15905 -7.77579 1.0 0.9 0.2
H 26.43250 -33.71579 -11.50613 -0.1 0.0 -0.1
H 27.35806 -35.22787 -11.57572 0.0 0.1 0.1
H 26.88364 -34.46791 -13.07551 -0.1 0.2 0.0
H 24.43146 -35.14261 -12.61952 0.1 0.4 0.0
H 25.51036 -36.50416 -12.40859 0.1 0.0 -0.3
H 23.86444 -33.78199 -7.37379 -0.4 0.1 0.2
H 24.93893 -32.46370 -7.65340 0.1 0.2 -0.5
H 22.55956 -31.60205 -7.58861 0.0 0.4 -0.1
H 23.26198 -31.40998 -9.25178 -0.2 0.1 0.1
H 22.11117 -32.73963 -8.84915 0.0 0.1 -0.2
H 21.72097 -36.96800 -9.23630 0.0 0.4 0.0
H 23.21534 -37.64753 -9.78075 0.4 0.3 -0.1
H 23.76974 -38.28693 -7.43972 0.1 -0.1 0.1
H 22.17975 -37.84485 -6.89565 -0.2 0.2 -0.2
H 22.39553 -39.14458 -8.08826 -0.2 0.2 -0.3
C 25.26829 -26.79177 -6.41613 0.7 -0.2 -0.7
C 26.05765 -26.14112 -7.58658 0.0 -0.7 -0.6
O 27.37472 -26.76702 -7.69397 0.9 0.0 -0.2
P 28.34206 -26.37838 -8.95391 -1.9 0.5 -0.3
O 27.70824 -26.44261 -10.28504 0.9 0.5 1.3
O 29.64615 -27.27311 -8.77153 -0.4 1.8 0.6
C 29.44218 -28.65366 -8.84094 0.1 -2.3 0.3
C 30.69817 -29.38803 -8.40057 0.8 -0.3 -0.6
O 28.80854 -24.89088 -8.52024 0.7 -0.7 -0.1
C 29.17697 -24.64666 -7.15048 -0.7 0.1 0.4
C 30.09054 -23.43899 -7.01131 -0.6 -0.1 -0.2
H 24.19896 -26.58302 -6.44847 0.1 0.3 -0.2
H 25.37954 -27.86625 -6.56174 -0.1 0.0 -0.1
H 25.63112 -26.60487 -5.40543 0.2 0.4 -0.1
H 25.58443 -26.36422 -8.54282 -0.4 -0.2 0.1
H 26.19650 -25.06005 -7.59663 -0.1 0.1 0.6
H 28.63615 -28.97808 -8.18278 -0.2 0.3 0.2
H 29.09077 -28.95337 -9.82825 0.2 0.1 -0.2
H 31.53748 -29.32245 -9.09294 -0.1 0.5 -0.4
H 31.13983 -29.06645 -7.45737 -0.5 0.1 0.3
H 30.53658 -30.46581 -8.38135 -0.4 0.0 0.3
H 28.24571 -24.47913 -6.60939 -0.2 0.5 0.0
H 29.52749 -25.53091 -6.61819 0.7 -0.2 -0.5
H 31.06515 -23.56317 -7.48335 0.0 -0.1 0.2
H 29.61772 -22.56135 -7.45208 -0.1 0.0 -0.2
H 30.16506 -23.20663 -5.94897 0.4 -0.1 0.1
C 30.47977 -36.86507 -5.57215 0.3 0.0 0.5
C 30.49897 -35.41410 -5.09750 -0.3 -0.5 -0.4
O 30.14981 -34.57678 -6.22889 2.6 -1.0 1.2
C 28.98992 -34.04487 -6.34045 -2.9 1.1 -2.1
O 28.03989 -34.05333 -5.58289 1.1 0.0 -0.4
O 28.98109 -33.51986 -7.62786 -0.6 -0.4 1.1
C 27.74687 -32.90557 -8.02581 -1.0 0.7 0.7
H 30.81671 -37.48733 -4.74307 -0.2 -0.1 0.2
H 31.20909 -37.04815 -6.36125 -0.2 0.2 -0.2
H 29.49012 -37.20477 -5.87758 0.0 0.2 0.0
H 31.50687 -35.15470 -4.77355 0.0 0.3 -0.3
H 29.84394 -35.25208 -4.24147 -0.3 0.1 -0.3
H 27.45598 -32.14774 -7.29836 0.4 0.5 -0.2
H 26.85429 -33.53042 -7.99460 0.5 -0.9 -0.2
H 27.80052 -32.47688 -9.02654 0.5 0.0 0.2
```
Positions in Å, forces in eV/Å.

**E_LUMO**: 0.083 Ha
**Energy above the lowest of the compared OMol25 structures with the same formula, charge and spin**: 48.3 kcal per mole
**Total charge**: -1
**Strongest force on any atom**: 4.895 eV/Å
**2S+1**: 1
**Gap between HOMO and LUMO**: 6.35 eV



# 2
The following is a quantum chemistry calculation of 3 unconnected molecules or ions with the total composition C23H55FN2O14P3S at a distorted geometry, from OMol25.

Geometry as XYZ:
```
99
Properties=species:S:1:pos:R:3:forces:R:3
C 4.96835 1.95296 4.31618 -0.9 -0.7 -0.7
C 4.18819 0.61668 4.60766 0.9 0.9 -0.2
C 3.46950 0.22967 3.29838 -0.1 1.2 1.2
N 2.98993 -1.24043 3.21191 0.5 1.0 -1.0
C 1.72800 -1.12061 2.32754 -1.2 -0.9 -1.1
C 1.26924 -2.40136 1.59062 -0.1 -0.4 -0.4
C 1.65911 -2.45395 0.09770 0.0 -0.2 -0.3
C 1.20219 -1.22832 -0.74506 -0.6 -0.8 0.0
N 2.30002 -0.58077 -1.45675 -0.4 1.4 0.0
C 1.83565 0.21173 -2.62416 0.4 0.1 -0.2
C 3.01323 0.33278 -0.59894 -0.2 0.1 0.2
C 2.43198 1.66508 -0.10400 -0.7 0.0 0.1
O 4.11688 0.02952 -0.24562 1.0 -0.4 0.8
C 3.98654 -2.09750 2.48362 0.9 0.0 -0.5
P 5.76721 -1.92595 2.97037 2.7 -0.7 0.3
O 6.07384 -2.31405 4.33527 -1.0 0.4 0.8
O 6.56288 -2.95065 1.96896 -1.9 1.1 -0.2
O 6.38334 -0.48035 2.58669 -0.9 -1.5 -0.8
S 2.41280 -1.84789 4.74998 -4.8 -1.0 4.6
O 1.54182 -0.88734 5.35177 1.9 1.5 -1.0
O 1.68543 -3.05303 4.62059 1.5 -1.3 -2.1
F 3.52264 -2.16616 5.78503 0.6 0.8 -1.7
H 4.21098 2.74852 4.22744 0.5 0.0 0.3
H 5.43252 1.86614 3.31911 0.2 0.1 0.6
H 5.71999 2.16968 5.08076 -0.3 0.0 -0.2
H 4.91157 -0.12582 4.97998 -0.4 0.0 -0.2
H 3.44741 0.86617 5.37813 0.2 -0.5 -0.1
H 4.04615 0.48261 2.39232 0.0 -0.8 0.3
H 2.56386 0.85660 3.24230 0.2 -0.5 0.1
H 1.97353 -0.36832 1.56167 0.3 -0.2 0.6
H 0.87773 -0.71349 2.89099 0.7 0.0 0.4
H 1.57899 -3.35462 2.04863 -0.1 0.6 0.2
H 0.16548 -2.42649 1.63654 0.4 0.1 0.1
H 1.17473 -3.35323 -0.32160 0.2 0.3 0.2
H 2.73851 -2.61872 -0.07636 -0.4 0.2 0.2
H 0.50319 -1.60108 -1.51402 0.3 0.3 0.3
H 0.59604 -0.54440 -0.10706 0.3 0.0 -0.3
H 2.67183 0.86197 -2.93833 -0.3 -0.3 0.0
H 0.97536 0.87245 -2.40870 0.1 -0.4 -0.1
H 1.63827 -0.48015 -3.45455 -0.2 0.3 0.3
H 1.32937 1.64599 -0.02274 0.4 0.2 -0.4
H 2.79740 1.90779 0.90823 0.1 -0.3 -0.5
H 2.76369 2.50136 -0.74143 -0.3 -0.4 0.1
H 3.94296 -1.78493 1.42253 -0.2 -0.2 0.5
H 3.73374 -3.16552 2.59303 -0.1 0.5 0.0
H 5.95247 -3.67368 1.74512 0.6 -0.2 -0.2
H 6.69376 -0.55824 1.66335 0.1 0.5 0.2
O -4.30001 -2.89683 -4.66660 -2.1 -0.2 -2.8
P -3.62826 -1.97452 -5.63599 5.8 2.1 4.3
O -2.11762 -2.63651 -5.73529 -0.9 -0.2 -0.7
C -1.93541 -4.04754 -5.81448 0.3 -0.4 0.0
C -1.67355 -4.48723 -7.24239 -0.1 0.1 -0.1
O -3.32610 -0.70557 -4.64367 -0.6 0.1 -0.6
C -4.09500 -0.50622 -3.46088 0.0 0.0 0.3
C -3.35805 -1.05838 -2.25777 0.2 -0.1 0.2
O -3.31250 -0.93721 -6.88602 -2.6 -1.5 -0.2
C -3.29192 -1.42086 -8.22790 0.1 -0.1 -0.7
C -4.54923 -2.17702 -8.60113 -0.1 0.0 0.1
H -2.78812 -4.59375 -5.40842 -0.1 0.2 0.1
H -1.06814 -4.29075 -5.19582 0.0 0.1 0.0
H -2.55936 -4.33755 -7.86419 0.0 0.0 0.0
H -1.41598 -5.54705 -7.27774 0.0 0.0 0.0
H -0.85661 -3.91400 -7.68366 0.0 0.0 0.0
H -5.08673 -0.94667 -3.55579 0.1 -0.1 0.0
H -4.23438 0.57045 -3.34166 0.1 0.0 -0.1
H -3.04616 -2.09184 -2.41517 -0.2 0.0 -0.1
H -3.98354 -1.01546 -1.36379 0.0 0.0 0.0
H -2.44797 -0.47995 -2.07529 -0.1 0.1 0.0
H -2.39600 -2.02511 -8.38750 0.0 -0.1 0.2
H -3.19436 -0.54656 -8.87344 0.0 0.1 0.2
H -4.69353 -3.05357 -7.95800 0.1 0.0 -0.1
H -4.49597 -2.51778 -9.63541 0.0 0.0 0.0
H -5.42816 -1.54029 -8.48745 0.0 0.0 0.0
O -3.50353 4.03755 1.51138 -1.5 -3.2 0.5
P -2.39792 3.27444 2.16881 5.2 5.7 0.1
O -2.05925 4.22035 3.47295 -0.7 -1.1 -0.1
C -3.10112 4.81383 4.24750 -0.2 0.4 0.4
C -3.35513 4.02529 5.51783 0.1 -0.2 0.0
O -1.15509 3.67860 1.17830 -0.2 -1.0 0.0
C -1.40202 4.11458 -0.16073 -0.1 0.4 -0.2
C -1.37464 5.62735 -0.23833 0.1 0.1 0.1
O -1.40666 2.06370 2.73157 -2.5 -1.1 -0.9
C -1.82037 1.23108 3.81249 -0.1 -0.3 0.5
C -3.17438 0.59334 3.58204 0.0 0.0 -0.1
H -4.02733 4.91255 3.68022 0.1 0.0 -0.2
H -2.76900 5.82095 4.50585 0.1 0.0 -0.1
H -3.77439 3.04188 5.28880 -0.1 0.0 0.0
H -4.06436 4.54890 6.16021 0.0 0.0 0.0
H -2.42844 3.87094 6.07336 0.0 0.1 0.0
H -2.34282 3.71360 -0.53641 -0.1 0.1 0.1
H -0.60613 3.70283 -0.78758 0.1 -0.1 0.1
H -2.03512 6.07803 0.50246 -0.1 -0.1 -0.1
H -1.67486 5.97084 -1.22940 0.0 0.0 0.0
H -0.36957 5.99999 -0.03092 0.0 0.0 -0.1
H -1.79481 1.79605 4.74684 -0.1 0.1 -0.1
H -1.06408 0.44650 3.90552 0.1 0.1 -0.1
H -3.95655 1.35099 3.46272 0.0 0.0 0.1
H -3.44320 -0.04540 4.42384 0.0 0.0 0.0
H -3.16495 -0.01164 2.67305 0.0 0.0 0.0
```
Positions in Å, forces in eV/Å.

**E_LUMO**: -0.137 Ha
**Energy above the lowest of the compared OMol25 structures with the same formula, charge and spin**: 85.4 kcal per mole
**Total charge**: +1
**Strongest force on any atom**: 7.704 eV/Å
**2S+1**: 1
**Gap between HOMO and LUMO**: 8.14 eV



# 3
The following is a quantum chemistry calculation of 10 unconnected molecules or ions with the total composition C23H55N10O19 at a distorted geometry, from OMol25.

Geometry as XYZ:
```
107
Properties=species:S:1:pos:R:3:forces:R:3
C 5.59946 0.41347 0.83558 -0.6 -0.2 0.1
C 4.87489 0.90419 -0.40429 0.1 -0.1 0.0
C 5.46049 0.51957 -1.73831 0.7 0.8 0.6
C 3.76890 1.64716 -0.28947 -0.3 -0.1 0.3
C 2.78034 1.47215 0.85407 0.7 0.9 0.1
C 1.33618 1.79501 0.40578 0.5 -0.9 0.2
C 0.37469 0.72516 0.93480 -0.2 0.6 0.8
C 0.37751 0.73049 2.49018 0.1 0.1 -0.7
C -1.05947 0.97980 0.44947 0.2 -0.3 0.1
C -2.09715 -0.12752 0.76435 -0.1 0.1 -0.5
C -1.51137 -1.51956 0.76806 0.5 0.0 0.1
C -0.93403 -1.88023 -0.60111 -0.7 -0.1 0.7
N -0.01873 -3.04076 -0.39082 0.4 0.4 -0.1
C -0.56027 -4.10420 0.52528 0.0 -0.4 0.3
C -1.86149 -3.76598 1.31810 0.1 0.0 0.1
O -2.47452 -2.52000 1.05136 -0.2 0.0 -0.1
H 6.62720 0.14079 0.60789 0.0 -0.2 -0.1
H 5.64521 1.23586 1.54986 0.0 0.0 0.1
H 5.10777 -0.41713 1.35303 0.1 -0.1 -0.1
H 5.04437 -0.42726 -2.08303 -0.2 0.0 0.0
H 5.29164 1.31451 -2.45918 -0.1 -0.2 -0.2
H 6.53798 0.37849 -1.63202 0.0 0.0 -0.3
H 3.52700 2.42992 -1.00625 -0.3 -0.6 -0.6
H 2.84613 0.43542 1.18773 0.0 0.0 0.1
H 3.06771 2.09043 1.71352 -0.2 -0.1 0.1
H 1.33829 1.75659 -0.68685 -0.3 0.3 0.0
H 1.03745 2.77775 0.77025 -0.1 0.1 -0.2
H 0.79858 -0.22990 0.60550 -0.2 -0.1 -0.2
H 0.64670 1.73381 2.81963 0.0 0.0 0.2
H -0.62064 0.52493 2.87285 0.1 -0.2 0.2
H 1.10299 0.01842 2.88021 0.0 0.1 0.2
H -1.38801 1.88658 0.96208 -0.1 0.1 -0.1
H -1.05855 1.19898 -0.62001 0.0 0.0 -0.1
H -2.84450 -0.11175 -0.03467 -0.2 0.1 0.2
H -2.59921 0.07837 1.70809 0.0 -0.2 0.1
H -0.74077 -1.58270 1.55182 0.2 0.1 -0.1
H -0.43888 -1.05649 -1.09975 0.3 -0.2 -0.1
H -1.78180 -2.24573 -1.17809 0.1 0.2 -0.3
H 0.26161 -3.39867 -1.31093 -0.1 0.0 0.0
H 0.84637 -2.67781 0.01623 0.0 0.0 0.0
H 0.22968 -4.31900 1.23971 0.0 0.0 -0.1
H -0.68155 -5.01889 -0.05013 -0.2 0.1 -0.2
H -1.62107 -3.82609 2.38322 0.0 0.0 0.0
H -2.59991 -4.53553 1.10749 -0.1 0.0 0.0
C -3.00161 -0.68814 4.98832 0.3 0.0 0.0
N -3.52466 0.62338 4.53095 0.1 -0.1 0.1
O -2.73574 1.42774 4.07620 0.0 0.1 -0.1
O -4.72032 0.81017 4.63692 -0.1 0.0 0.0
H -1.92842 -0.70083 4.83248 0.0 0.1 0.0
H -3.24412 -0.78389 6.04260 -0.1 0.0 0.0
H -3.49522 -1.45950 4.40788 -0.1 0.0 0.1
C -4.37851 2.10006 -2.43131 -0.1 0.1 0.0
N -3.36960 1.39185 -3.25986 0.3 -0.3 -0.2
O -3.30888 1.64496 -4.44292 -0.1 0.1 0.1
O -2.64719 0.58235 -2.70146 -0.2 0.1 0.1
H -4.93172 2.77587 -3.07212 0.0 0.0 0.0
H -5.02847 1.34606 -1.99708 0.1 0.0 0.1
H -3.84055 2.64058 -1.65754 0.0 -0.1 0.0
C 5.53785 3.66810 -5.17605 -0.1 0.1 -0.1
N 5.78718 3.81361 -3.71607 0.0 0.0 0.0
O 5.20185 4.69657 -3.12434 -0.1 0.0 0.1
O 6.55781 3.02745 -3.21070 0.1 0.1 -0.1
H 4.83174 4.43121 -5.48097 0.0 0.0 0.0
H 6.49108 3.78826 -5.68152 0.0 -0.1 0.0
H 5.13919 2.67088 -5.33775 0.1 0.0 0.0
C -6.38397 -2.46617 3.33888 -0.1 0.1 -0.1
N -5.97117 -3.26776 4.52352 -0.1 0.0 0.0
O -6.80629 -3.94565 5.06848 0.0 -0.1 0.0
O -4.80586 -3.17474 4.86700 0.0 -0.1 -0.1
H -7.43661 -2.64483 3.15535 0.0 0.0 0.0
H -6.19602 -1.42133 3.57526 0.1 0.0 0.0
H -5.77564 -2.79059 2.49927 0.1 0.1 0.0
C -2.31963 0.21462 -7.04706 0.0 0.0 0.1
N -1.42242 -0.59918 -7.91389 -0.1 0.0 0.3
O -0.63684 -1.33715 -7.33791 0.1 0.0 -0.2
O -1.52457 -0.48433 -9.10713 0.0 0.0 -0.1
H -2.08035 -0.01813 -6.01839 0.0 0.0 0.0
H -2.13155 1.26195 -7.26369 0.0 0.0 -0.1
H -3.34765 -0.04656 -7.27960 0.0 0.0 -0.1
C 2.56762 -6.64262 -0.07828 -0.1 0.1 -0.1
N 2.79662 -6.17879 1.31861 0.1 0.0 0.1
O 2.35452 -5.08788 1.65180 -0.1 0.0 -0.2
O 3.41449 -6.91847 2.03714 0.0 0.0 0.1
H 2.00714 -5.88266 -0.61005 0.0 0.0 0.0
H 3.54142 -6.79828 -0.53215 0.0 -0.1 0.0
H 2.01531 -7.57605 -0.02387 0.1 0.0 0.0
C -4.30899 2.66578 7.72764 -0.1 0.1 0.0
N -4.23961 1.26222 8.21910 -0.1 0.1 0.0
O -5.16906 0.83967 8.86307 0.0 0.0 0.0
O -3.23797 0.62857 7.93527 0.0 0.0 -0.1
H -5.24739 3.09537 8.05654 0.0 0.0 0.0
H -3.46130 3.19848 8.14789 0.1 0.0 -0.1
H -4.24862 2.63478 6.64333 0.1 0.0 0.0
C 3.29641 6.26150 -0.64004 0.2 0.0 0.0
N 2.59008 7.55933 -0.81946 0.0 0.0 0.0
O 3.25022 8.52643 -1.12440 0.0 0.0 0.0
O 1.38821 7.55141 -0.64657 -0.1 0.0 0.0
H 4.35342 6.40965 -0.82499 0.0 0.0 0.0
H 3.11769 5.93415 0.37987 -0.1 0.0 0.0
H 2.87178 5.56142 -1.35280 0.0 0.0 0.0
C 1.45739 -1.94846 -5.18386 -0.2 -0.1 0.0
N 1.43838 -2.23573 -3.72283 0.3 0.2 -0.2
O 0.39380 -2.62822 -3.22393 -0.2 -0.2 0.1
O 2.45792 -2.05801 -3.10112 0.0 -0.1 0.1
H 0.47884 -2.15539 -5.59357 0.0 0.0 0.1
H 1.71710 -0.90073 -5.29949 0.1 0.0 0.0
H 2.21420 -2.58708 -5.62979 0.1 0.1 0.1
```
Positions in Å, forces in eV/Å.

**E_LUMO**: -0.111 Ha
**Total charge**: +1
**Strongest force on any atom**: 1.168 eV/Å
**2S+1**: 1
**Gap between HOMO and LUMO**: 7.25 eV